Here is a structure of composition C28H44Cl3CoN4O3SeSi from the Open Molecules 2025 dataset. Energies are from ωB97M-V/def2-TZVPD.

ORCA input file:
```
! RIJCOSX wB97M-V def2-TZVPD def2/J DEFGRID3
* xyz 0 5
Se -1.795 -0.601 3.889
Co 2.067 -0.473 -2.567
Cl 0.835 -1.742 -0.952
Cl 1.579 1.134 -0.773
Cl -0.213 0.161 1.852
Si -0.486 0.435 -0.476
O -3.302 -2.923 2.583
O -2.757 4.065 1.817
O 3.067 -0.989 -3.782
N 0.151 0.776 5.569
N -1.571 -0.130 6.572
N -1.096 5.353 0.891
N -1.402 -3.727 1.560
C -2.219 0.911 0.467
C 0.780 -0.471 9.413
C -1.402 -0.253 -2.138
C 2.014 0.078 -5.523
C 3.957 -3.356 -5.088
C -1.040 0.143 5.341
C 1.745 0.747 7.528
C -1.578 4.414 1.749
C -1.973 6.023 -0.048
C 0.028 1.965 -6.111
C 0.705 -0.341 -5.776
C -2.158 -3.391 2.640
C -0.133 -4.412 1.740
C -0.278 0.602 -6.103
C 3.037 -2.347 -5.735
C 2.292 -2.622 -6.810
C 1.872 0.147 8.788
C -1.024 2.213 -1.410
C -0.488 -0.477 8.813
C 1.306 2.382 -5.708
C 0.493 0.707 6.924
C -2.729 -0.998 6.732
C 2.203 -3.965 -7.459
C 3.086 -0.928 -5.168
C -1.961 -3.634 0.228
C 0.330 5.593 0.757
C 2.285 1.442 -5.384
C -0.602 0.103 7.559
H -2.997 5.984 0.330
H -0.731 2.277 -2.465
H -2.773 0.029 0.799
H 4.768 -2.858 -4.544
H 2.597 1.197 7.011
H 0.824 5.239 1.668
H 4.064 -0.540 -5.487
H 0.709 -3.807 1.382
H 0.750 5.061 -0.112
H -1.922 5.555 -1.042
H 0.742 1.106 4.812
H -2.108 2.427 -1.414
H 3.275 1.755 -5.045
H -2.862 1.454 -0.258
H 4.384 -4.026 -5.851
H 0.446 -1.406 -5.768
H -2.447 0.108 -2.167
H -1.632 -3.569 3.605
H -1.282 -3.084 -0.430
H -2.162 1.593 1.345
H -2.101 -4.640 -0.184
H -2.920 -3.117 0.277
H 1.630 -3.912 -8.391
H -0.769 3.979 2.377
H -0.559 3.036 -0.848
H 1.531 3.442 -5.608
H 0.002 -4.608 2.808
H 1.783 -1.813 -7.331
H -3.635 -0.522 6.355
H -2.640 -1.960 6.212
H -1.347 -0.948 9.286
H 0.946 -0.974 10.364
H -0.742 2.689 -6.392
H -1.272 0.236 -6.375
H 3.443 -4.014 -4.369
H -0.115 -5.365 1.198
H 1.715 -4.727 -6.834
H -0.887 0.100 -3.054
H -1.648 7.063 -0.154
H -2.827 -1.174 7.800
H 3.218 -4.321 -7.679
H 0.504 6.668 0.633
H 2.838 0.122 9.296
H -1.413 -1.352 -2.156
*
```

Electronic energy in eV: -190267.929
Gap between HOMO and LUMO (alpha / beta) in eV: 6.86 / 4.76
E_HOMO (alpha / beta) in eV: -6.93 / -6.81
Maximum force in hartree/bohr: 0.1396